Record 1
The following is a quantum chemistry calculation of C28H26F6MnN4O4S as an isolated structure in a non-equilibrium geometry, from OMol25.

Each line ends with the Mulliken spin population.
Atoms and positions in Å:
Mn 0.460 -0.128 -0.789  1.632
C 0.221 -3.783 1.604  0.001
C -0.389 -2.541 1.041  0.001
O 0.280 -1.738 0.359  0.000
N -1.684 -2.319 1.278  0.002
C -2.402 -1.183 0.708  0.000
C -2.511 -1.288 -0.788  0.001
C -3.649 -1.869 -1.317  -0.001
C -3.759 -2.070 -2.683  0.002
C -2.701 -1.681 -3.477  -0.001
C -1.597 -1.098 -2.884  0.004
N -1.481 -0.877 -1.562  -0.025
H 0.881 -3.512 2.425  0.000
H 0.830 -4.256 0.836  0.000
H -0.532 -4.481 1.963  0.000
H -2.198 -3.008 1.804  0.000
H -1.925 -0.256 0.996  0.000
H -3.399 -1.184 1.142  0.000
H -4.445 -2.170 -0.649  0.000
H -4.644 -2.524 -3.107  0.000
H -2.708 -1.821 -4.548  0.000
H -0.772 -0.814 -3.509  0.001
C 5.897 4.144 -4.511  0.000
C 4.674 3.337 -4.187  0.000
C 4.262 3.157 -2.865  0.002
C 3.152 2.393 -2.562  -0.003
C 2.433 1.829 -3.610  0.001
C 2.800 2.005 -4.946  -0.002
C 3.931 2.750 -5.214  -0.001
S 1.036 0.877 -3.301  -0.004
O 1.305 -0.465 -2.745  0.000
O 0.132 0.981 -4.398  -0.003
N 0.362 1.425 -1.868  -0.254
C 0.023 2.589 -1.367  -0.057
C -0.034 3.844 -2.024  -0.102
C -0.378 4.965 -1.294  0.000
C -0.638 4.885 0.073  -0.153
C -0.570 3.645 0.779  0.019
C -0.740 3.514 2.171  -0.002
C -0.592 2.276 2.745  -0.003
C -0.300 1.173 1.933  0.009
N -0.168 1.268 0.618  -0.055
C -0.275 2.495 0.056  -0.058
H 6.336 4.586 -3.620  0.000
H 5.657 4.944 -5.213  0.000
H 6.648 3.512 -4.987  0.000
H 4.829 3.618 -2.066  0.000
H 2.844 2.233 -1.540  -0.001
H 2.216 1.568 -5.743  -0.001
H 4.242 2.888 -6.241  0.000
H 0.184 3.909 -3.082  -0.001
H -0.437 5.924 -1.789  -0.002
H -0.887 5.784 0.624  -0.003
H -0.968 4.383 2.776  -0.001
H -0.688 2.137 3.812  0.000
H -0.156 0.189 2.358  0.000
C 4.371 0.826 0.390  -0.005
C 3.305 -0.259 0.244  0.009
O 2.133 0.335 -0.225  0.047
C 3.783 -1.314 -0.770  0.007
F 4.832 -1.987 -0.301  0.001
F 2.817 -2.190 -1.071  0.001
F 4.143 -0.709 -1.910  0.001
C 3.121 -0.905 1.647  -0.001
F 2.695 -2.166 1.609  0.000
F 2.216 -0.194 2.354  0.001
F 4.257 -0.903 2.338  0.000
H 4.535 1.300 -0.570  0.001
H 5.315 0.412 0.735  -0.001
H 4.027 1.571 1.107  0.000

Summary:
E_LUMO (alpha / beta) = -9.38 / -7.24 eV
HOMO level (alpha / beta) = -14.646 / -14.366 eV
2S+1 = 2
charge = +2
gap between HOMO and LUMO (alpha / beta) = 0.193 / 0.262 Ha
energy above the lowest of the compared OMol25 structures with the same formula, charge and spin = 4.6 kJ/mol

Record 2
The following is a quantum chemistry calculation of the molecule C4H9NO, from OMol25.

Each line ends with the natural charge from an NBO analysis.
Atoms and positions in Å:
C -2.125 0.430 0.223  -0.617
C -1.208 -0.429 -0.643  -0.225
N 0.179 -0.001 -0.599  -0.620
C 1.048 -0.495 0.331  0.674
O 0.738 -1.377 1.115  -0.629
C 2.426 0.139 0.327  -0.710
H -3.158 0.071 0.168  0.213
H -2.110 1.476 -0.105  0.198
H -1.803 0.387 1.268  0.219
H -1.220 -1.463 -0.293  0.228
H -1.541 -0.421 -1.687  0.191
H 0.459 0.798 -1.146  0.390
H 2.715 0.526 -0.656  0.211
H 3.151 -0.609 0.653  0.242
H 2.448 0.967 1.044  0.235

Summary:
E_LUMO = 0.92 eV
HOMO level = -9.599 eV
SMILES = CCNC(C)=O
charge = 0
gap between HOMO and LUMO = 0.387 Ha
energy above the lowest of the compared OMol25 structures with the same formula, charge and spin = 17.8 kJ/mol

Record 3
The following is a quantum chemistry calculation of a 2-piece molecular cluster, C4H8FNO4 overall in a non-equilibrium geometry, from OMol25.

Each line ends with the natural charge from an NBO analysis.
Atoms and positions in Å:
C -0.494 0.353 0.441  -0.167
C -0.301 1.775 -0.079  0.773
C 0.368 -0.653 -0.323  -0.516
C 1.804 -0.657 0.143  0.805
H -2.426 0.621 0.972  0.375
H -2.252 0.016 -0.511  0.368
H -0.135 0.354 1.479  0.244
H -0.041 -1.650 -0.125  0.246
H 0.335 -0.497 -1.405  0.241
H 3.526 -1.104 -0.415  0.497
H 1.006 2.993 -0.631  0.501
H -1.821 -2.320 0.477  0.565
N -1.887 -0.054 0.436  -0.817
O -1.194 2.571 -0.244  -0.595
O 2.181 -0.357 1.250  -0.598
O 2.640 -1.096 -0.815  -0.675
O 0.988 2.068 -0.332  -0.683
F -2.298 -2.363 -0.320  -0.564

Summary:
E_LUMO = 0.51 eV
HOMO level = -10.136 eV
SMILES = N[C@@H](CC(=O)O)C(=O)O.F
charge = 0
gap between HOMO and LUMO = 0.391 Ha
energy above the lowest of the compared OMol25 structures with the same formula, charge and spin = 0.0 kJ/mol

Record 4
The following is a quantum chemistry calculation of C41H39N4PbSSbSi as an isolated structure, from OMol25.

Each line ends with the Löwdin charge.
Atoms and positions in Å:
Pb -0.678 -0.273 -2.285  1.017
C 4.656 0.374 -4.948  -0.150
Si 3.735 0.679 -3.361  0.473
C 4.802 0.976 -1.862  -0.149
C 2.446 1.990 -3.542  -0.158
N 2.815 -0.871 -3.039  0.140
C 3.267 -2.048 -2.801  -0.332
C 4.682 -2.399 -2.746  0.064
C 5.061 -3.682 -2.505  -0.008
C 4.069 -4.665 -2.304  0.061
C 2.695 -4.391 -2.339  -0.013
C 2.293 -3.111 -2.582  0.043
H 5.037 1.329 -5.318  0.051
H 4.002 -0.030 -5.723  0.047
H 5.510 -0.294 -4.837  0.033
H 5.094 2.029 -1.856  0.050
H 5.719 0.388 -1.841  0.033
H 4.244 0.788 -0.943  0.038
H 2.928 2.911 -3.879  0.055
H 1.941 2.210 -2.601  0.018
H 1.690 1.731 -4.285  0.044
H 5.413 -1.619 -2.906  0.104
H 6.104 -3.964 -2.467  0.131
H 4.391 -5.683 -2.116  0.138
H 1.984 -5.189 -2.181  0.128
H 1.251 -2.823 -2.632  0.073
N -5.024 -1.205 -1.510  0.155
C -3.762 -1.404 -1.926  -0.170
N -2.913 -0.563 -1.380  -0.049
C -3.676 0.258 -0.543  -0.220
C -3.312 1.334 0.265  -0.018
C -4.316 1.971 0.963  -0.064
C -5.654 1.551 0.882  -0.057
C -6.028 0.485 0.092  0.004
C -5.011 -0.145 -0.618  -0.182
H -5.824 -1.741 -1.802  0.174
H -3.500 -2.180 -2.627  0.137
H -2.288 1.678 0.320  0.087
H -4.075 2.827 1.579  0.107
H -6.409 2.084 1.444  0.115
H -7.059 0.165 0.023  0.121
S 0.776 -1.004 -0.085  -0.033
Sb -0.190 -0.757 2.001  1.348
C 1.070 -1.689 3.382  -0.359
C 1.534 -0.981 4.485  -0.110
C 2.358 -1.616 5.405  -0.058
C 2.709 -2.945 5.221  -0.055
C 2.240 -3.649 4.119  -0.067
C 1.421 -3.024 3.194  -0.125
C -2.028 -1.771 1.959  -0.353
C -3.110 -1.434 2.766  -0.105
C -4.276 -2.181 2.698  -0.058
C -4.356 -3.270 1.840  -0.060
C -3.270 -3.615 1.048  -0.074
C -2.106 -2.864 1.101  -0.153
C -0.267 1.255 2.581  -0.371
C 0.943 1.946 2.513  -0.153
C 0.992 3.284 2.873  -0.064
C -0.162 3.932 3.294  -0.049
C -1.365 3.244 3.359  -0.053
C -1.421 1.903 3.005  -0.120
H 1.255 0.054 4.641  0.097
H 2.719 -1.072 6.267  0.116
H 3.346 -3.437 5.943  0.116
H 2.508 -4.689 3.987  0.112
H 1.054 -3.579 2.338  0.097
H -3.060 -0.607 3.461  0.096
H -5.118 -1.919 3.324  0.117
H -5.263 -3.859 1.801  0.115
H -3.327 -4.475 0.393  0.112
H -1.268 -3.122 0.464  0.072
H 1.846 1.449 2.176  0.106
H 1.931 3.820 2.828  0.117
H -0.123 4.976 3.575  0.119
H -2.262 3.750 3.689  0.116
H -2.368 1.385 3.054  0.079
N -0.857 7.322 -1.653  0.179
C -0.842 6.176 -1.715  -0.173
C -0.824 4.740 -1.792  -0.219
C -0.157 4.008 -0.810  -0.019
C -0.137 2.626 -0.885  -0.171
C -0.782 1.948 -1.919  -0.425
C -1.428 2.699 -2.899  -0.140
C -1.461 4.085 -2.841  -0.014
H 0.340 4.526 -0.001  0.117
H 0.397 2.073 -0.121  0.057
H -1.936 2.214 -3.728  0.095
H -1.973 4.662 -3.600  0.127

Summary:
E_LUMO = -8.42 eV
HOMO level = -13.130 eV
charge = +2
gap between HOMO and LUMO = 0.173 Ha
energy above the lowest of the compared OMol25 structures with the same formula, charge and spin = 17.2 kJ/mol

Record 5
The following is a quantum chemistry calculation of the molecule C4H9NO2 in a non-equilibrium geometry, from OMol25.

Each line ends with the natural charge from an NBO analysis.
Atoms and positions in Å:
C -1.296 0.563 -0.410  0.107
C 0.126 0.532 1.590  -0.431
N -0.056 0.105 0.200  -0.505
C 0.978 -0.402 -0.558  0.476
C 0.859 -1.278 -1.561  -0.578
O 2.240 0.044 -0.263  -0.674
O -2.367 -0.092 0.231  -0.720
H 2.105 0.898 0.174  0.472
H -1.991 -0.966 0.428  0.471
H -1.352 0.339 -1.480  0.183
H -1.411 1.646 -0.294  0.158
H 0.948 -0.013 2.067  0.221
H -0.771 0.334 2.185  0.225
H 0.345 1.604 1.635  0.179
H 1.739 -1.612 -2.099  0.219
H -0.095 -1.700 -1.846  0.200

Summary:
E_LUMO = 0.66 eV
HOMO level = -8.101 eV
SMILES = C=C(O)N(C)CO
charge = 0
gap between HOMO and LUMO = 0.322 Ha
energy above the lowest of the compared OMol25 structures with the same formula, charge and spin = 226.2 kJ/mol

Record 6
The following is a quantum chemistry calculation of a 2-piece molecular cluster, C3H9N2O2 overall in a non-equilibrium geometry, from OMol25.

Each line ends with the natural charge from an NBO analysis.
Atoms and positions in Å:
C -1.636 -0.938 -0.086  -0.661
C 2.625 -0.635 0.004  0.375
C -1.041 0.431 -0.078  0.449
N 0.261 0.474 -0.045  -0.318
N -1.845 1.490 -0.080  -0.772
O 0.881 1.736 -0.053  -0.608
O 2.993 0.571 0.000  -0.498
H -2.645 -0.929 0.316  0.238
H -1.673 -1.311 -1.109  0.251
H -1.023 -1.622 0.495  0.247
H 2.674 -1.149 0.956  0.212
H 2.298 -1.170 -0.879  0.211
H 0.818 2.125 0.834  0.481
H -2.840 1.359 -0.173  0.419
H -1.479 2.421 -0.200  0.418
H 2.856 1.073 -0.831  0.555

Summary:
E_LUMO = -5.18 eV
HOMO level = -13.291 eV
charge = +1
gap between HOMO and LUMO = 0.298 Ha
energy above the lowest of the compared OMol25 structures with the same formula, charge and spin = 413.1 kJ/mol

Record 7
The following is a quantum chemistry calculation of C36H42BrN2OOsP2SSeSi as an isolated structure in a non-equilibrium geometry, from OMol25.

Each line ends with the Mulliken spin population.
Atoms and positions in Å:
Os 1.777 -0.002 -0.040  2.517
O 7.470 -2.600 -0.013  0.009
C 6.291 -2.017 -0.161  0.019
C 5.935 -1.216 -1.252  0.009
C 4.679 -0.663 -1.293  -0.005
N 3.764 -0.860 -0.328  -0.040
C 4.137 -1.622 0.705  0.013
Br 2.757 -1.763 1.996  0.055
C 5.352 -2.224 0.859  -0.003
H 8.071 -2.435 -0.751  -0.001
H 6.632 -1.029 -2.058  0.001
H 4.363 -0.046 -2.123  0.008
H 5.595 -2.832 1.717  -0.002
C -6.528 -3.134 -0.745  0.000
S -5.315 -2.022 -1.433  0.000
C -5.200 -0.742 -0.166  0.001
C -3.840 -0.778 0.545  0.005
C -2.680 -0.447 -0.393  -0.004
N -1.393 -0.579 0.290  0.040
P -0.336 0.650 0.791  -0.052
C -1.175 2.180 0.351  -0.070
C -1.125 2.682 -0.951  0.082
C -1.911 3.768 -1.306  -0.012
C -2.747 4.359 -0.365  -0.002
C -2.794 3.870 0.932  0.006
C -2.016 2.777 1.291  -0.003
C -0.216 0.602 2.587  -0.017
C -1.053 -0.198 3.360  0.001
C -0.890 -0.238 4.738  0.001
C 0.103 0.521 5.341  0.001
C 0.936 1.326 4.572  0.001
C 0.783 1.362 3.196  -0.008
P -0.448 -2.008 0.203  0.124
C -1.666 -3.338 0.150  0.033
C -2.042 -3.900 1.372  0.006
C -3.001 -4.902 1.413  -0.001
C -3.572 -5.361 0.231  0.005
C -3.192 -4.815 -0.990  0.001
C -2.238 -3.805 -1.034  0.011
C 0.334 -1.978 -1.446  0.029
C 0.354 -0.817 -2.237  0.023
C 1.175 -0.753 -3.369  0.076
C 1.969 -1.829 -3.713  -0.004
C 1.943 -2.989 -2.938  0.037
C 1.151 -3.059 -1.808  -0.001
H -6.687 -3.930 -1.471  0.000
H -7.462 -2.591 -0.579  0.000
H -6.158 -3.550 0.195  0.000
H -6.016 -0.899 0.538  0.000
H -5.359 0.217 -0.669  0.000
H -3.689 -1.769 0.979  0.001
H -3.860 -0.055 1.362  -0.001
H -2.797 0.563 -0.792  -0.001
H -2.671 -1.135 -1.245  0.001
H -0.481 2.222 -1.691  0.004
H -1.880 4.150 -2.318  -0.001
H -3.365 5.201 -0.647  0.000
H -3.435 4.339 1.666  0.000
H -2.048 2.402 2.307  0.000
H -1.832 -0.783 2.885  0.000
H -1.538 -0.858 5.343  0.000
H 0.226 0.490 6.416  0.000
H 1.701 1.922 5.051  0.000
H 1.433 1.989 2.594  -0.020
H -1.580 -3.555 2.291  0.002
H -3.287 -5.341 2.359  0.000
H -4.301 -6.160 0.260  0.000
H -3.628 -5.185 -1.909  0.000
H -1.942 -3.388 -1.991  0.003
H -0.390 -0.045 -2.085  0.007
H 1.160 0.135 -3.988  0.008
H 2.592 -1.786 -4.597  0.000
H 2.541 -3.843 -3.226  -0.001
H 1.157 -3.959 -1.202  0.002
C 3.395 4.960 0.989  0.017
Si 3.130 4.988 -0.818  0.031
C 1.538 5.551 -1.503  0.016
C 4.539 4.701 -1.942  0.012
Se 2.285 2.058 -0.867  1.038
H 4.167 5.687 1.263  0.003
H 3.756 3.976 1.291  -0.006
H 2.482 5.196 1.535  0.001
H 1.572 6.641 -1.628  -0.001
H 0.714 5.315 -0.829  -0.002
H 1.352 5.115 -2.485  -0.001
H 4.603 5.505 -2.680  0.000
H 4.388 3.771 -2.494  -0.003
H 5.480 4.640 -1.397  0.002

Summary:
E_LUMO (alpha / beta) = -9.17 / -10.33 eV
HOMO level (alpha / beta) = -13.923 / -13.921 eV
2S+1 = 5
charge = +3
gap between HOMO and LUMO (alpha / beta) = 0.175 / 0.132 Ha

Record 8
The following is a quantum chemistry calculation of C37H47BGeN10Rh as an isolated structure in a non-equilibrium geometry, from OMol25.

Each line ends with the Mulliken spin population.
Atoms and positions in Å:
Rh 0.045 -0.233 0.025  2.530
C -1.163 4.442 -2.298  -0.002
C -0.551 3.241 -1.582  0.009
C 0.949 3.452 -1.340  -0.003
C -0.774 1.973 -2.364  -0.020
C -1.100 1.878 -3.719  0.010
C -1.013 0.537 -4.020  0.007
N -0.665 -0.128 -2.914  -0.004
N -0.522 0.744 -1.878  0.202
B -0.124 -1.573 -2.858  -0.074
N 1.351 -1.512 -2.374  -0.002
C 2.485 -1.854 -2.997  0.010
C 3.550 -1.603 -2.151  0.017
C 2.975 -1.094 -0.984  -0.008
N 1.648 -1.046 -1.142  0.257
C 3.605 -0.679 0.315  0.023
C 5.119 -0.544 0.190  0.004
C 2.986 0.620 0.829  -0.097
N -0.917 -2.419 -1.835  0.031
C -1.509 -3.600 -2.028  0.035
C -1.758 -4.177 -0.797  0.022
C -1.255 -3.278 0.142  -0.106
N -0.776 -2.194 -0.502  0.180
C -1.132 -3.465 1.629  0.119
C -1.660 -4.831 2.050  0.004
C 0.314 -3.278 2.106  -0.138
H -1.048 5.339 -1.687  0.000
H -2.227 4.294 -2.500  0.000
H -0.659 4.630 -3.249  0.000
H -1.038 3.156 -0.614  0.009
H 1.466 3.590 -2.293  0.000
H 1.400 2.587 -0.845  0.005
H 1.126 4.338 -0.725  0.001
H -1.358 2.681 -4.390  0.001
H -1.158 0.013 -4.953  0.000
H -0.181 -2.075 -3.945  0.000
H 2.466 -2.259 -3.999  0.000
H 4.596 -1.772 -2.354  0.002
H 3.390 -1.466 1.045  0.000
H 5.383 0.192 -0.574  0.000
H 5.577 -1.497 -0.080  0.001
H 5.555 -0.224 1.137  -0.001
H 3.210 1.457 0.166  0.004
H 3.322 0.859 1.839  0.006
H 1.891 0.523 0.874  0.073
H -1.699 -3.964 -3.027  0.000
H -2.217 -5.135 -0.609  0.002
H -1.766 -2.720 2.111  0.030
H -1.057 -5.631 1.612  0.001
H -2.700 -4.974 1.744  -0.001
H -1.617 -4.930 3.136  0.000
H 0.964 -4.032 1.656  0.001
H 0.377 -3.371 3.193  0.007
H 0.721 -2.298 1.831  0.078
N -4.296 4.429 4.004  0.032
C -3.769 4.775 2.837  0.027
N -4.348 5.699 2.089  0.047
N -2.694 4.151 2.362  0.102
C -1.588 3.745 2.787  0.779
N -0.794 2.790 2.375  -0.018
H -5.069 4.938 4.403  -0.001
H -3.791 3.798 4.604  0.002
H -5.200 6.157 2.366  -0.001
H -3.939 5.937 1.201  -0.001
C -1.180 1.772 1.409  0.179
Ge -1.397 -0.110 2.306  0.501
C -0.532 0.276 4.003  0.077
C 0.855 0.175 4.150  0.089
C 1.472 0.600 5.324  0.007
C 0.705 1.120 6.358  0.005
C -0.677 1.214 6.223  0.001
C -1.296 0.795 5.051  -0.013
C -3.276 -0.397 2.537  0.038
C -4.134 0.235 1.663  0.049
C -5.531 0.052 1.747  -0.027
C -6.044 -0.802 2.675  0.055
C -5.200 -1.512 3.569  -0.022
C -5.740 -2.428 4.506  0.011
C -4.929 -3.119 5.353  -0.007
C -3.530 -2.917 5.313  0.011
C -2.982 -2.040 4.424  0.010
C -3.796 -1.315 3.513  -0.056
H -2.075 2.084 0.884  -0.019
H -0.375 1.689 0.670  -0.086
H 0.068 2.660 2.885  -0.023
H 1.459 -0.253 3.355  0.017
H 2.546 0.517 5.436  0.000
H 1.181 1.438 7.277  0.000
H -1.272 1.601 7.042  -0.001
H -2.377 0.847 4.961  0.005
H -3.747 0.880 0.881  0.010
H -6.186 0.573 1.060  0.000
H -7.115 -0.965 2.734  0.001
H -6.815 -2.570 4.536  0.000
H -5.352 -3.823 6.060  0.000
H -2.890 -3.459 5.999  0.000
H -1.908 -1.891 4.426  -0.005

Summary:
E_LUMO (alpha / beta) = -4.64 / -7.65 eV
HOMO level (alpha / beta) = -12.494 / -12.903 eV
2S+1 = 6
charge = +2
gap between HOMO and LUMO (alpha / beta) = 0.289 / 0.193 Ha
energy above the lowest of the compared OMol25 structures with the same formula, charge and spin = 51.7 kJ/mol